(1)
DFT (ωB97M-V with the def2-TZVPD basis set) results for a molecular structure, C31H48O3P2V at a distorted geometry.

As for the HOMO-LUMO gap (alpha / beta): 2.435 / 3.247 eV. Its HOMO energy (alpha / beta) is -8.63 / -8.64 eV. The charge is +1. The expectation value of S² is 2.076. The value obtained for the energy above the lowest of the compared OMol25 structures with the same formula, charge and spin is 8.48 kcal/mol. The multiplicity is 3.

Cartesian coordinates (Å):
V1 1.1752 -0.7224 0.6545
C1 -0.8961 -0.1583 1.0816
C2 -0.5154 -1.3734 1.7144
C3 0.9558 0.2863 2.4168
C4 0.0527 0.8427 1.4385
C5 0.6162 -1.1055 2.5754
C6 -2.2515 0.1260 0.5922
H1 -2.7636 -0.7642 0.2364
H2 -2.2865 0.8788 -0.2034
H3 -2.8909 0.5113 1.4027
C7 0.0234 2.2423 0.9813
H4 -0.5599 2.3661 0.0675
H5 1.0278 2.5962 0.7478
H6 -0.3844 2.9463 1.7217
C8 2.1528 0.9706 2.9007
H7 1.9675 1.5091 3.8257
H8 2.4835 1.6964 2.1636
H9 2.9706 0.2726 3.0479
C9 1.3638 -2.1297 3.3181
H10 1.0154 -2.2092 4.3562
H11 2.4317 -1.8824 3.3190
H12 1.2390 -3.1096 2.8386
C10 -1.3786 -2.5826 1.7379
H13 -1.9594 -2.6306 2.6780
H14 -0.8102 -3.5200 1.6611
H15 -2.1300 -2.5638 0.9326
C11 0.2393 0.2607 -2.8430
C12 -0.8866 -0.4723 -2.8344
C13 -1.0368 -1.9243 -2.4213
C14 0.2345 -2.8037 -2.6254
C15 1.1539 -2.8172 -1.4556
C16 2.2264 -1.9560 -1.2764
C17 2.5287 -0.6400 -2.0039
C18 1.6066 -0.2368 -3.1870
H16 -1.8565 -2.4037 -2.9942
H17 0.7726 -2.4387 -3.5152
H18 -1.3914 -1.9956 -1.3612
H19 1.5229 -1.0294 -3.9519
H20 0.2084 1.3417 -2.6587
H21 -1.8081 0.0990 -2.9429
H22 2.0932 0.5974 -3.7259
H23 2.6377 0.2292 -1.3194
H24 3.0929 -2.3446 -0.6993
H25 3.5883 -0.6732 -2.3810
H26 -0.0844 -3.8540 -2.8324
H27 1.0732 -3.6800 -0.7693
P1 4.3571 -2.4495 -3.5581
P2 6.7692 -2.8231 -1.3637
C19 5.9568 -3.2082 -4.0899
C20 7.1140 -2.7512 -3.2065
H28 6.0979 -2.8986 -5.1337
H29 5.8188 -4.2990 -4.0737
H30 8.0378 -3.3132 -3.4145
H31 7.3441 -1.6831 -3.3610
C21 8.5039 -2.3358 -0.9593
H32 8.6219 -2.2841 0.1315
H33 8.6902 -1.3407 -1.3941
H34 9.2348 -3.0438 -1.3850
C22 6.8702 -4.6603 -1.0896
H35 7.7253 -5.1214 -1.6108
H36 5.9405 -5.1319 -1.4453
H37 6.9616 -4.8500 -0.0080
C23 4.3981 -0.9136 -4.5908
H38 3.5106 -0.2951 -4.4285
H39 4.4314 -1.1558 -5.6577
H40 5.2584 -0.2882 -4.3155
C24 3.2029 -3.5655 -4.4369
H41 3.4167 -4.5950 -4.1204
H42 3.3184 -3.4853 -5.5250
H43 2.1625 -3.3606 -4.1622
O1 -3.7515 3.5643 0.6456
C25 -4.6810 4.0270 -0.2252
C26 -5.8233 4.7731 0.1657
C27 -6.6189 5.3841 -0.8043
C28 -6.3355 5.1742 -2.1687
C29 -5.2668 4.3562 -2.5320
C30 -4.4079 3.8113 -1.5763
C31 -3.0525 3.2404 -2.0048
O2 -2.5709 3.9705 -2.9155
O3 -2.5794 2.2107 -1.4739
H44 -3.9028 3.9843 1.5120
H45 -6.0700 4.8981 1.2224
H46 -7.4633 6.0334 -0.5249
H47 -6.9257 5.6644 -2.9435
H48 -5.0554 4.1645 -3.5790

Cartesian forces, eV/Å:
2.6 -1.4 -5.3
-1.2 0.3 2.2
-0.7 0.3 1.3
-1.4 -0.4 -0.1
-0.5 0.2 1.3
-1.3 0.7 -0.1
-0.4 -0.2 -1.2
0.0 -0.1 -0.1
-0.2 0.3 -0.1
0.5 0.1 0.1
0.2 0.9 -0.6
-0.3 -0.1 0.0
0.1 0.1 0.1
0.0 -0.4 0.0
0.7 0.3 0.1
0.0 0.0 0.2
0.1 0.3 0.0
0.2 -0.1 0.3
0.5 -0.6 0.1
0.1 0.0 -0.2
-0.1 -0.2 0.3
0.0 0.1 0.3
-0.3 -0.8 -0.2
0.4 0.1 -0.3
-0.2 0.2 0.0
0.5 0.0 0.2
-0.1 0.0 0.3
-0.2 0.4 1.3
-0.4 -0.7 -1.1
-1.0 -0.1 -0.2
1.6 0.7 0.4
-0.6 -0.2 0.3
0.5 0.0 -0.8
0.6 0.1 0.1
0.4 0.3 0.2
-0.6 -0.5 0.7
0.3 0.3 -0.7
0.4 0.5 0.5
-0.6 -0.2 -0.7
-0.1 0.0 0.7
-0.2 -0.3 0.4
-0.5 0.0 0.4
-0.6 0.3 0.2
-1.1 -0.2 0.7
0.3 0.8 0.3
0.3 0.4 -0.4
0.6 -0.6 -0.1
0.8 -0.3 -0.5
-0.2 0.2 -0.3
-0.2 0.1 0.3
0.2 -0.3 0.1
0.2 0.2 0.1
-0.3 0.1 0.0
-0.1 -0.3 -0.2
0.0 0.0 0.3
0.2 0.0 -0.3
0.0 -0.3 0.3
-0.2 0.2 0.2
-0.1 0.1 0.0
-0.3 0.2 0.2
0.3 0.1 0.1
0.0 0.0 -0.4
-0.2 0.0 -0.2
0.4 -0.3 -0.2
0.2 0.1 0.1
0.0 -0.3 -0.1
-0.2 0.0 -0.4
0.0 0.2 -0.1
-0.1 -0.2 0.1
0.4 -0.1 -0.3
0.2 0.0 1.7
-1.2 0.8 -1.1
0.5 -0.2 -0.2
0.1 -0.1 -0.5
0.0 -0.2 0.4
-0.3 0.2 0.2
-0.1 -0.1 0.5
-0.4 1.9 -1.8
0.3 -1.4 0.9
0.5 -0.6 0.2
0.0 -0.2 -0.5
0.2 0.0 -0.2
0.5 -0.5 0.0
0.0 -0.2 0.3
0.1 0.2 0.1

(2)
DFT (ωB97M-V with the def2-TZVPD basis set) results for a gas-phase ion, C6H14NO (charge +1) at a distorted geometry.

As for the HOMO-LUMO gap: 11.382 eV. Its HOMO energy is -14.69 eV. The charge is +1. As for the SMILES: C[C@@H]1O[C@H]1C(C)(C)[NH3+]. The value obtained for the energy above the lowest of the compared OMol25 structures with the same formula, charge and spin is 56.26 kcal/mol.

Cartesian coordinates (Å):
C1 -3.0964 -0.4391 -0.2531
C2 -1.6672 -0.2443 0.2170
O1 -1.2372 1.1238 0.3590
C3 -0.4948 0.2470 -0.4736
C4 0.9185 0.0746 0.0087
C5 1.8713 0.2473 -1.2461
C6 1.1651 -1.1871 0.7694
N1 1.1926 1.2363 0.9813
H1 -3.4006 0.3421 -1.0331
H2 -3.7633 -0.3022 0.5010
H3 -3.2834 -1.5598 -0.5954
H4 -1.5209 -0.9798 1.0362
H5 -0.5026 0.5070 -1.4831
H6 2.9181 0.6901 -1.1573
H7 1.3906 1.0060 -1.8449
H8 2.0316 -0.5666 -2.0126
H9 2.0752 -1.0323 1.2524
H10 0.3341 -1.5343 1.4082
H11 1.3330 -1.9857 0.0111
H12 2.1377 1.8115 0.7503
H13 1.1831 0.6916 1.8368
H14 0.4155 1.8539 0.9679

Cartesian forces, eV/Å:
1.4 -1.1 -4.3
-1.5 -1.3 0.9
-0.4 -0.2 0.7
-0.2 0.3 0.2
1.5 -0.1 -1.7
1.0 0.7 -0.9
-1.0 -1.5 -1.6
3.3 0.1 -1.4
0.6 -1.4 0.7
-1.6 0.5 2.6
0.6 2.4 0.3
0.4 1.1 0.0
-0.6 0.3 -1.7
-1.2 -0.8 0.9
-0.2 0.5 -0.3
-0.7 0.2 1.5
1.6 -0.4 1.3
0.6 0.5 0.0
-0.1 0.4 0.7
-2.7 -2.0 1.0
0.5 1.0 0.8
-1.2 0.9 0.2